[1]
{"formula": "C17H40OTa", "method": "the ωB97M-V functional and the def2-TZVPD basis", "e_homo_ha": -0.164, "largest_force_ev_per_a": 0.7, "e_lumo_ev": 2.877, "homo_lumo_gap_ha": 0.270, "charge": -1, "multiplicity": 1, "symbols": ["C", "C", "C", "C", "C", "C", "C", "C", "C", "C", "C", "Ta", "C", "C", "C", "C", "O", "C", "C", "H", "H", "H", "H", "H", "H", "H", "H", "H", "H", "H", "H", "H", "H", "H", "H", "H", "H", "H", "H", "H", "H", "H", "H", "H", "H", "H", "H", "H", "H", "H", "H", "H", "H", "H", "H", "H", "H", "H", "H"], "positions_angstrom": [[3.452, -2.611, 1.508], [4.673, -2.164, 0.714], [4.372, -1.575, -0.678], [4.420, -0.048, -0.761], [3.476, 0.673, 0.198], [3.691, 2.195, 0.278], [2.408, 3.014, 0.141], [1.820, 3.053, -1.274], [1.119, 1.803, -1.838], [0.007, 1.210, -0.954], [-1.381, 1.805, -1.184], [-3.145, 1.312, 0.126], [-2.127, 2.142, 1.939], [-1.609, 1.262, 3.064], [-4.366, -0.065, -1.168], [-3.957, -1.498, -1.477], [-4.792, -2.400, -0.746], [-4.147, -3.604, -0.429], [-5.143, -4.493, 0.285], [2.857, -1.779, 1.886], [3.742, -3.233, 2.358], [2.785, -3.218, 0.887], [5.372, -3.000, 0.606], [5.239, -1.413, 1.282], [5.066, -1.986, -1.417], [3.378, -1.917, -0.996], [4.184, 0.249, -1.790], [5.452, 0.291, -0.586], [2.446, 0.482, -0.121], [3.554, 0.236, 1.198], [4.186, 2.444, 1.222], [4.377, 2.512, -0.522], [2.602, 4.049, 0.443], [1.659, 2.637, 0.845], [2.628, 3.334, -1.963], [1.091, 3.872, -1.315], [0.680, 2.096, -2.799], [1.878, 1.044, -2.078], [0.282, 1.369, 0.095], [-0.026, 0.122, -1.060], [-1.678, 1.613, -2.231], [-1.307, 2.907, -1.108], [-4.233, 2.815, -0.250], [-4.129, 0.646, 1.548], [-2.171, -0.225, 0.515], [-2.834, 2.889, 2.336], [-1.311, 2.752, 1.507], [-2.427, 0.684, 3.505], [-1.124, 1.818, 3.882], [-0.896, 0.515, 2.702], [-5.388, -0.091, -0.767], [-4.460, 0.524, -2.099], [-4.061, -1.750, -2.547], [-2.916, -1.684, -1.188], [-3.265, -3.418, 0.201], [-3.764, -4.078, -1.351], [-5.983, -4.762, -0.361], [-5.567, -3.944, 1.129], [-4.686, -5.413, 0.657]], "forces_ev_per_a": [[-0.118, -0.251, -0.008], [0.419, 0.289, -0.081], [-0.312, -0.104, -0.056], [0.199, 0.022, 0.014], [-0.306, -0.082, -0.013], [0.102, 0.001, -0.205], [-0.174, -0.091, 0.090], [-0.207, 0.205, -0.187], [0.283, -0.132, -0.059], [0.187, 0.156, 0.183], [0.300, -0.298, 0.190], [-0.214, 0.703, -0.147], [0.018, -0.063, -0.237], [0.054, -0.160, 0.289], [-0.120, -0.053, 0.344], [-0.038, -0.111, -0.014], [0.041, 0.101, 0.116], [0.111, -0.104, -0.209], [-0.217, 0.016, 0.105], [0.054, 0.037, -0.061], [-0.004, 0.111, 0.017], [0.083, 0.046, 0.016], [-0.177, -0.075, -0.021], [-0.099, -0.078, 0.049], [0.027, 0.052, 0.074], [0.059, 0.064, 0.039], [0.001, 0.067, 0.067], [-0.090, -0.064, 0.071], [0.132, -0.098, 0.099], [0.080, 0.066, -0.040], [0.000, 0.013, -0.062], [-0.011, -0.058, 0.078], [0.066, -0.061, -0.015], [0.050, 0.048, 0.007], [-0.075, 0.039, 0.004], [0.066, -0.025, 0.082], [0.041, -0.084, 0.014], [-0.108, 0.054, 0.065], [-0.107, -0.103, -0.012], [-0.088, 0.080, -0.132], [-0.120, -0.025, 0.088], [-0.151, -0.053, 0.054], [-0.188, 0.135, -0.124], [0.388, -0.224, -0.174], [-0.095, -0.013, -0.096], [-0.087, -0.116, -0.025], [0.058, -0.112, 0.058], [-0.025, 0.080, -0.062], [-0.015, 0.005, -0.086], [-0.002, 0.133, -0.075], [0.081, -0.003, -0.020], [0.172, -0.014, 0.012], [0.041, 0.065, 0.012], [-0.038, 0.053, -0.041], [-0.106, 0.075, 0.053], [-0.117, -0.093, 0.078], [0.122, 0.025, -0.090], [0.116, -0.049, 0.022], [0.061, 0.059, -0.037]], "lowdin_charge": [-0.116, -0.272, -0.220, -0.227, -0.204, -0.201, -0.221, -0.209, -0.228, -0.337, -0.403, 1.284, -0.528, -0.268, -0.410, -0.349, -0.183, -0.320, -0.089, 0.064, 0.065, 0.073, 0.094, 0.102, 0.099, 0.109, 0.105, 0.111, 0.094, 0.099, 0.103, 0.104, 0.103, 0.101, 0.103, 0.103, 0.101, 0.085, 0.068, 0.088, 0.037, 0.034, -0.163, -0.105, -0.085, 0.017, 0.013, 0.037, 0.042, 0.035, 0.028, 0.021, 0.104, 0.068, 0.118, 0.114, 0.068, 0.076, 0.066]}

***

[2]
{"formula": "C26H40ClFN2O18S5", "method": "the ωB97M-V functional and the def2-TZVPD basis", "e_homo_ha": -0.381, "largest_force_ev_per_a": 1.2, "e_lumo_ev": -1.673, "homo_lumo_gap_ha": 0.319, "multiplicity": 1, "symbols": ["N", "C", "O", "C", "C", "C", "C", "C", "S", "O", "O", "F", "C", "C", "C", "N", "C", "O", "C", "O", "C", "Cl", "C", "C", "O", "H", "H", "H", "H", "H", "H", "H", "H", "O", "S", "O", "O", "C", "C", "C", "H", "H", "H", "H", "H", "H", "H", "H", "O", "S", "O", "O", "C", "C", "C", "H", "H", "H", "H", "H", "H", "H", "H", "O", "S", "O", "O", "C", "C", "C", "H", "H", "H", "H", "H", "H", "H", "H", "O", "S", "O", "O", "C", "C", "C", "H", "H", "H", "H", "H", "H", "H", "H"], "positions_angstrom": [[4.982, -1.502, 1.332], [4.354, -0.360, 0.760], [4.376, 0.701, 1.314], [3.583, -0.517, -0.531], [2.104, -0.186, -0.267], [1.284, -0.595, -1.462], [1.122, 0.284, -2.525], [0.406, -0.075, -3.659], [0.339, 1.186, -4.906], [-0.956, 1.387, -5.429], [1.077, 2.300, -4.423], [1.226, 0.497, -5.989], [-0.150, -1.349, -3.742], [0.005, -2.239, -2.681], [0.711, -1.859, -1.542], [0.893, -2.782, -0.458], [0.024, -2.741, 0.404], [-0.781, -2.759, 1.249], [-0.576, -3.610, -2.802], [-1.047, -4.205, -1.874], [-0.554, -4.158, -4.187], [-0.367, -5.844, -4.382], [-0.691, -3.331, -5.210], [-0.894, -1.883, -4.935], [-1.643, -1.240, -5.615], [5.098, -2.203, 0.609], [4.342, -1.908, 2.011], [3.646, -1.553, -0.868], [3.985, 0.095, -1.335], [1.994, 0.887, -0.129], [1.764, -0.732, 0.606], [1.565, 1.265, -2.451], [-0.697, -3.643, -6.243], [1.960, 0.475, 5.361], [3.247, 1.046, 5.623], [4.041, 0.535, 6.701], [3.080, 2.618, 5.789], [2.114, 3.095, 6.751], [2.577, 2.935, 8.185], [4.195, 1.073, 4.146], [1.159, 2.598, 6.578], [1.981, 4.148, 6.511], [2.665, 1.885, 8.460], [1.859, 3.405, 8.857], [3.554, 3.396, 8.326], [3.586, 1.490, 3.354], [4.464, 0.046, 3.923], [5.091, 1.665, 4.307], [0.839, 4.042, 2.437], [1.096, 4.436, 1.087], [1.330, 3.437, 0.086], [2.295, 5.481, 1.086], [3.514, 5.056, 1.741], [4.266, 4.028, 0.926], [-0.162, 5.526, 0.523], [3.271, 4.677, 2.736], [4.106, 5.959, 1.872], [3.694, 3.108, 0.842], [5.216, 3.789, 1.405], [4.458, 4.394, -0.083], [-0.322, 6.296, 1.273], [-1.059, 4.925, 0.393], [0.147, 5.955, -0.426], [-3.125, -5.157, -7.287], [-4.460, -5.202, -6.768], [-5.556, -5.480, -7.642], [-4.736, -3.858, -5.974], [-4.530, -2.607, -6.674], [-5.631, -2.285, -7.662], [-4.527, -6.294, -5.391], [-3.550, -2.622, -7.151], [-4.496, -1.852, -5.892], [-5.652, -2.998, -8.485], [-5.471, -1.290, -8.076], [-6.606, -2.317, -7.175], [-3.706, -6.066, -4.717], [-4.428, -7.302, -5.786], [-5.488, -6.174, -4.898], [-2.573, 1.942, 3.048], [-3.267, 1.320, 4.134], [-2.683, 1.297, 5.439], [-3.670, -0.153, 3.702], [-2.623, -1.037, 3.238], [-1.744, -1.551, 4.360], [-4.899, 1.967, 4.249], [-2.035, -0.528, 2.472], [-3.143, -1.862, 2.756], [-1.172, -0.748, 4.821], [-1.043, -2.288, 3.970], [-2.351, -2.013, 5.139], [-5.352, 1.963, 3.262], [-4.806, 2.984, 4.623], [-5.467, 1.359, 4.948]], "forces_ev_per_a": [[-0.491, -0.052, -0.582], [0.148, -0.037, -0.187], [0.036, 0.421, 0.317], [0.005, -0.774, -0.145], [0.104, 0.124, -0.678], [0.078, 0.108, 0.135], [-0.019, -0.186, 0.148], [0.080, 0.030, 0.244], [-0.345, 0.676, 0.700], [-0.017, -0.215, -0.264], [0.296, -0.121, -0.132], [-0.011, -0.191, -0.321], [-0.075, 0.005, -0.303], [0.129, 0.177, 0.018], [0.078, -0.185, -0.039], [-0.536, 0.644, 0.076], [-0.700, -0.510, 0.755], [0.948, -0.014, -0.792], [-0.050, 0.187, -0.080], [-0.048, -0.329, 0.341], [0.186, -0.153, -0.242], [-0.124, -0.218, 0.119], [0.229, 0.241, -0.111], [0.101, -0.394, 0.148], [-0.125, 0.364, -0.315], [0.002, -0.150, 0.106], [0.329, 0.108, 0.365], [0.005, -0.061, -0.077], [0.055, 0.271, 0.100], [-0.043, 0.037, 0.330], [-0.034, 0.183, 0.246], [-0.014, 0.124, -0.066], [-0.270, -0.130, -0.062], [-0.019, -0.155, 0.098], [0.033, 0.254, -0.115], [-0.039, -0.101, 0.011], [0.163, -0.004, -0.008], [-0.371, 0.129, 0.279], [0.145, -0.165, -0.040], [-0.048, 0.109, 0.213], [0.057, -0.089, -0.066], [0.097, -0.015, -0.140], [-0.029, -0.006, -0.005], [-0.016, 0.053, -0.045], [-0.023, 0.055, 0.014], [-0.036, 0.015, -0.034], [-0.002, -0.028, 0.003], [0.008, -0.007, 0.020], [0.025, -0.177, 0.007], [0.031, 0.334, 0.041], [-0.063, -0.161, -0.020], [-0.110, -0.017, -0.101], [0.407, -0.146, 0.224], [-0.088, -0.135, -0.099], [-0.041, 0.041, -0.034], [-0.111, -0.014, -0.036], [-0.175, 0.130, -0.112], [0.085, -0.046, 0.024], [0.005, 0.058, 0.033], [0.038, 0.068, 0.029], [0.019, -0.006, 0.015], [0.010, -0.037, 0.028], [0.017, -0.015, -0.008], [0.057, -0.019, -0.137], [-0.011, 0.090, 0.303], [0.061, -0.051, -0.121], [-0.117, -0.041, 0.069], [0.089, 0.478, -0.239], [-0.083, -0.295, -0.037], [0.022, -0.027, 0.051], [0.002, -0.100, 0.013], [0.025, -0.128, 0.131], [0.027, 0.010, -0.013], [0.030, 0.032, 0.071], [0.003, 0.071, 0.019], [0.008, 0.014, -0.002], [0.010, 0.007, -0.036], [-0.013, 0.009, -0.014], [0.117, 0.066, 0.013], [-0.203, -0.179, -0.090], [0.087, 0.098, 0.019], [-0.111, -0.003, 0.082], [0.416, -0.295, -0.120], [-0.040, 0.225, 0.169], [-0.066, 0.024, -0.015], [-0.054, 0.129, 0.047], [-0.171, 0.094, 0.018], [0.035, 0.001, -0.033], [-0.050, -0.032, -0.052], [-0.005, -0.063, -0.032], [0.009, -0.016, -0.008], [0.037, 0.005, 0.001], [0.014, -0.008, 0.012]], "lowdin_charge": [0.131, -0.490, 0.085, -0.089, -0.101, -0.127, 0.033, -0.167, 0.664, -0.217, -0.245, -0.124, -0.045, -0.013, -0.119, 0.197, -0.257, 0.217, -0.341, 0.143, -0.588, 0.771, 0.014, -0.312, 0.144, 0.079, 0.101, 0.112, 0.132, 0.111, 0.117, 0.129, 0.134, -0.279, 0.567, -0.279, -0.266, -0.247, -0.074, -0.129, 0.117, 0.121, 0.070, 0.081, 0.083, 0.055, 0.064, 0.083, -0.263, 0.566, -0.288, -0.259, -0.242, -0.075, -0.116, 0.111, 0.122, 0.043, 0.086, 0.087, 0.076, 0.079, 0.076, -0.286, 0.556, -0.270, -0.264, -0.253, -0.068, -0.117, 0.105, 0.119, 0.071, 0.084, 0.085, 0.059, 0.079, 0.077, -0.275, 0.560, -0.271, -0.264, -0.256, -0.064, -0.124, 0.105, 0.118, 0.070, 0.070, 0.086, 0.073, 0.076, 0.074]}

***

[3]
{"formula": "C4H10N3S", "method": "the ωB97M-V functional and the def2-TZVPD basis", "e_homo_ha": -0.473, "largest_force_ev_per_a": 6.1, "e_lumo_ev": -4.829, "homo_lumo_gap_ha": 0.295, "charge": 1, "relative_energy_kj_mol": 388.1, "multiplicity": 1, "symbols": ["C", "C", "C", "C", "N", "N", "N", "S", "H", "H", "H", "H", "H", "H", "H", "H", "H", "H"], "positions_angstrom": [[-0.624, 0.871, 1.007], [0.728, 0.662, 0.792], [-1.320, -0.821, -0.476], [2.599, -0.374, -0.333], [-1.545, 0.327, 0.123], [-2.544, 1.136, -0.395], [1.176, -0.119, -0.216], [-0.425, -2.208, 0.214], [-1.126, 1.512, 1.640], [1.407, 0.970, 1.419], [-1.635, -1.166, -1.372], [3.111, 0.083, -1.081], [3.148, 0.052, 0.626], [2.881, -1.365, -0.541], [-3.228, 0.601, -0.912], [-2.235, 1.899, -0.965], [0.542, -0.131, -1.002], [-0.909, -1.930, 1.473]], "forces_ev_per_a": [[0.794, -0.704, -1.001], [-4.515, -2.241, -3.458], [1.269, -1.510, 3.625], [0.652, 1.043, 3.560], [1.002, -1.170, -2.637], [-1.062, -0.033, 0.481], [1.015, 1.527, 1.064], [-1.803, 0.851, 0.643], [-0.138, 1.446, 1.693], [3.418, 1.880, 3.495], [-1.828, 0.186, -3.007], [0.804, 2.226, -2.597], [-1.264, -1.308, -1.774], [-0.298, -1.771, 0.562], [-0.072, -0.258, 0.222], [0.734, 0.472, -0.009], [0.565, -0.481, -0.371], [0.728, -0.155, -0.491]], "lowdin_charge": [-0.038, -0.071, -0.389, -0.041, -0.219, 0.148, -0.122, 0.922, 0.103, 0.080, 0.051, 0.051, 0.152, 0.073, 0.117, 0.118, 0.110, -0.045]}

***

- What is the formula in the first record?
  C17H40OTa